[1]
Density functional theory data (ωB97M-V/def2-TZVPD) for C13H26N4OS6SbTi as an isolated structure.

Each line ends with the Löwdin charge.
Cartesian coordinates (Å):
Ti  0.053  0.569  0.404  -0.177
S  1.721  -0.127  2.085  0.558
C  3.210  -0.296  1.168  -0.686
C  4.432  -0.384  1.842  -0.154
C  5.630  -0.552  1.166  -0.142
C  5.629  -0.638  -0.222  -0.142
C  4.427  -0.550  -0.907  -0.150
C  3.213  -0.378  -0.238  -0.661
S  1.717  -0.277  -1.165  0.549
H  4.422  -0.315  2.924  0.083
H  6.560  -0.612  1.720  0.080
H  6.557  -0.768  -0.768  0.079
H  4.410  -0.609  -1.989  0.085
S  -2.577  4.150  -1.823  -0.347
Sb  -0.746  2.692  -1.962  0.226
S  0.333  2.875  0.252  -0.154
S  -1.617  0.450  -1.382  -0.174
C  -0.722  -3.187  -2.216  -0.106
C  0.388  -3.841  -1.411  -0.337
O  0.666  -3.160  -0.200  -0.147
H  -0.945  -3.769  -3.115  0.065
H  -0.449  -2.172  -2.506  0.034
H  -1.635  -3.110  -1.621  0.058
H  1.298  -3.913  -2.023  0.105
H  0.103  -4.863  -1.134  0.098
H  1.096  -2.309  -0.428  -0.029
N  -3.922  2.176  0.442  0.051
C  -3.138  2.520  1.479  -1.007
N  -2.720  3.803  1.502  0.051
S  -2.713  1.421  2.695  0.544
H  -3.792  2.741  -0.407  -0.045
H  -3.944  1.185  0.263  0.039
H  -2.656  4.239  0.576  -0.033
H  -1.906  3.939  2.077  0.054
C  -3.238  -2.407  3.073  -0.062
C  -1.812  -2.910  2.855  -0.629
C  -1.818  -4.067  1.847  -0.053
C  -1.238  -3.405  4.181  -0.056
N  -0.963  -1.769  2.479  -0.071
N  -1.268  -1.116  1.257  -0.119
H  -3.855  -3.196  3.512  0.075
H  -3.701  -2.105  2.131  0.075
H  -3.233  -1.539  3.734  0.065
H  -2.452  -4.879  2.214  0.075
H  -0.808  -4.439  1.686  0.075
H  -2.216  -3.753  0.880  0.067
H  -1.811  -4.257  4.555  0.074
H  -1.264  -2.603  4.919  0.083
H  -0.199  -3.719  4.053  0.082
H  0.021  -2.019  2.442  0.041
H  -2.119  -0.570  1.387  -0.031
H  -1.376  -1.758  0.474  0.043

Values from the calculation:
Frontier orbital gap (spin up / spin down) (Eh): 0.2154 / 0.2254
HOMO (spin up / spin down) (eV): -1.4 / -1.7
Charge: -2
Spin multiplicity: 2
Energy relative to the best compared isomer or geometry (same formula, charge and spin) (kJ/mol): 9.5
⟨S²⟩: 0.76


[2]
Density functional theory data (ωB97M-V/def2-TZVPD) for a 4-piece molecular cluster, C13H26NO15S3 overall.

Each line ends with the Löwdin charge.
Cartesian coordinates (Å):
C  3.590  -0.602  0.594  -0.046
C  2.487  -0.712  -0.449  -0.146
O  1.320  0.085  -0.036  0.059
C  0.321  -0.654  0.339  -0.301
N  -0.864  -0.588  -0.166  0.193
C  -1.756  -1.591  0.447  -0.063
C  -0.708  -2.693  0.697  -0.210
C  -1.063  -3.844  1.651  -0.139
O  -0.404  -5.036  1.251  -0.126
O  0.989  -4.764  1.366  -0.023
C  0.320  -1.728  1.404  -0.029
H  3.445  0.330  1.143  0.079
H  3.607  -1.424  1.313  0.076
H  4.572  -0.571  0.122  0.090
H  2.191  -1.737  -0.677  0.130
H  2.849  -0.285  -1.383  0.135
H  -1.125  0.036  -0.923  0.154
H  -2.555  -1.865  -0.236  0.144
H  -2.141  -1.235  1.405  0.145
H  -0.187  -2.982  -0.217  0.158
H  -2.120  -4.106  1.655  0.146
H  -0.671  -3.604  2.644  0.132
H  1.384  -5.299  0.665  0.116
H  -0.179  -1.210  2.233  0.142
H  1.286  -2.143  1.677  0.121
C  -2.944  4.217  0.212  -0.147
C  -4.360  3.975  -0.262  -0.142
O  -4.203  3.138  -1.421  -0.165
S  -2.948  2.187  -1.243  0.603
O  -3.381  0.909  -0.771  -0.235
O  -2.100  2.280  -2.369  -0.221
O  -2.279  2.959  -0.007  -0.194
H  -2.442  4.978  -0.387  0.138
H  -2.894  4.491  1.262  0.138
H  -4.879  4.891  -0.529  0.142
H  -4.945  3.427  0.478  0.137
C  0.301  0.797  -6.991  -0.152
C  -0.925  -0.088  -7.069  -0.153
O  -1.267  -0.334  -5.695  -0.187
S  -0.900  0.949  -4.814  0.600
O  -2.055  1.739  -4.615  -0.223
O  -0.110  0.507  -3.711  -0.247
O  0.042  1.670  -5.880  -0.179
H  1.199  0.218  -6.770  0.134
H  0.458  1.380  -7.894  0.139
H  -0.735  -1.025  -7.583  0.138
H  -1.763  0.425  -7.544  0.137
C  2.139  -0.631  5.101  -0.171
C  1.993  0.619  4.255  -0.183
O  2.394  1.681  5.116  -0.181
S  3.543  1.164  6.117  0.613
O  4.807  1.523  5.591  -0.206
O  3.156  1.486  7.438  -0.199
O  3.324  -0.407  5.864  -0.180
H  1.299  -0.748  5.789  0.137
H  2.244  -1.534  4.504  0.128
H  0.973  0.780  3.911  0.128
H  2.669  0.600  3.396  0.115

Values from the calculation:
Frontier orbital gap (Eh): 0.3706
HOMO (eV): -13.0
Charge: +1
Spin multiplicity: 1


[3]
Density functional theory data (ωB97M-V/def2-TZVPD) for C13H26NO2Rb as an isolated structure.

Each line ends with the Löwdin charge.
Cartesian coordinates (Å):
Rb  -2.407  -1.087  -1.358  0.922
C  -0.763  3.648  -1.037  -0.036
C  -0.227  2.468  -0.142  -0.499
C  0.968  3.116  0.553  -0.164
C  1.524  2.295  1.734  -0.182
C  0.336  1.917  2.662  -0.139
C  -0.877  1.216  1.963  -0.515
N  -1.235  1.916  0.740  -0.216
O  -2.368  1.506  -0.013  -0.406
C  -1.977  1.232  3.065  -0.028
C  -0.409  -0.196  1.682  -0.078
C  0.414  1.362  -1.046  -0.053
H  0.016  4.192  -1.572  0.074
H  -1.346  4.322  -0.410  0.083
H  -1.455  3.241  -1.776  0.063
H  0.791  4.138  0.891  0.117
H  1.800  3.137  -0.155  0.102
H  2.287  2.801  2.333  0.101
H  2.112  1.421  1.432  0.097
H  0.093  2.827  3.212  0.112
H  0.840  1.257  3.375  0.110
H  -2.799  0.772  2.511  0.072
H  -2.122  2.263  3.375  0.079
H  -1.715  0.657  3.952  0.075
H  -1.106  -0.962  1.346  0.045
H  -0.217  -0.648  2.674  0.079
H  0.612  -0.311  1.320  0.067
H  1.328  1.695  -1.538  0.078
H  -0.285  1.011  -1.809  0.036
H  0.614  0.409  -0.556  0.038
C  0.595  -5.073  -2.182  -0.157
C  1.624  -3.919  -2.255  -0.143
C  0.730  -2.676  -2.445  -0.182
O  -0.605  -3.125  -2.168  -0.310
C  -0.564  -4.409  -1.501  -0.191
H  0.995  -5.949  -1.675  0.119
H  0.286  -5.295  -3.203  0.120
H  2.264  -4.116  -3.117  0.107
H  2.339  -3.840  -1.436  0.112
H  0.874  -2.305  -3.461  0.122
H  0.897  -1.829  -1.775  0.109
H  -1.531  -4.844  -1.744  0.128
H  -0.331  -4.234  -0.448  0.131

Values from the calculation:
Frontier orbital gap (Eh): 0.1608
HOMO (eV): -4.8
Spin multiplicity: 1
Energy relative to the best compared isomer or geometry (same formula, charge and spin) (kJ/mol): 116.6


[4]
Density functional theory data (ωB97M-V/def2-TZVPD) for C13H26NO4P2Ti as an isolated structure.

Each line ends with the Löwdin charge.
Cartesian coordinates (Å):
Ti  0.088  -0.290  0.795  0.768
P  -2.310  -0.086  0.397  0.852
C  -2.074  0.349  -1.317  -0.030
C  -0.841  0.886  -1.777  -0.254
N  0.305  0.690  -1.026  0.019
C  1.537  1.034  -1.444  -0.223
C  1.681  1.780  -2.601  0.133
C  0.562  2.046  -3.385  0.074
C  -0.679  1.577  -3.001  0.117
C  2.723  0.644  -0.592  -0.219
P  2.433  -0.824  0.510  0.827
H  -1.553  1.716  -3.635  0.161
H  2.663  2.150  -2.870  0.166
H  0.680  2.607  -4.310  0.159
H  3.604  0.382  -1.200  0.126
H  2.993  1.461  0.098  0.127
H  -2.078  -1.434  -2.591  0.018
H  -2.933  0.465  -1.985  0.142
H  -1.066  -3.058  -1.278  0.009
O  -1.861  -2.382  -2.733  -0.029
H  -2.182  -2.638  -3.612  0.102
H  -0.128  -1.772  1.249  -0.006
O  -0.417  -3.094  -0.529  -0.130
H  0.222  -3.772  -0.861  0.087
C  2.936  -2.185  -0.555  -0.220
H  3.972  -2.051  -0.907  0.085
H  2.830  -3.122  0.005  0.078
H  2.243  -2.238  -1.402  0.052
C  3.716  -0.730  1.757  -0.199
H  3.629  -1.609  2.407  0.082
H  4.731  -0.671  1.339  0.091
H  3.515  0.145  2.382  0.064
C  -3.215  1.277  1.196  -0.165
H  -4.207  1.357  0.727  0.086
H  -3.297  1.130  2.283  0.092
H  -2.669  2.216  1.046  0.071
C  -3.446  -1.480  0.446  -0.183
H  -3.652  -1.724  1.494  0.093
H  -4.373  -1.246  -0.094  0.090
H  -2.945  -2.345  0.004  0.050
C  -0.385  2.475  4.285  0.016
O  -0.521  1.214  3.586  -0.052
C  0.030  1.052  2.405  -0.483
O  0.858  1.815  1.845  0.016
H  0.665  2.774  4.334  0.111
H  -0.761  2.268  5.288  0.115
H  -1.022  3.243  3.830  0.113

Values from the calculation:
Frontier orbital gap (spin up / spin down) (Eh): 0.1858 / 0.1858
HOMO (spin up / spin down) (eV): -19.2 / -19.2
Charge: +3
Spin multiplicity: 1
Energy relative to the best compared isomer or geometry (same formula, charge and spin) (kJ/mol): 726.4


Across the entries above, max |F| takes the values 0.0074; 0.0484; 0.0631; 0.0667 Eh/bohr, respectively.
Across the entries above, E takes the values -116583.536; -78598.222; -20139.417; -65244.747 eV, respectively.